A single C4H6BrNS molecule, computed with the ωB97M-V functional and the def2-TZVPD basis.

Geometry as XYZ:
```
13
C4H6BrNS | the OMol25 dataset | the ωB97M-V functional and the def2-TZVPD basis
C -0.583 -1.482 0.921
C 0.143 -2.013 -0.179
C -0.874 -0.130 0.702
C -0.092 1.823 -0.527
N -0.234 0.361 -0.362
S 0.805 -0.695 -1.075
Br 2.856 0.565 0.093
H -0.864 -2.178 1.590
H 0.458 -3.040 -0.519
H -1.609 0.551 1.067
H 0.073 1.929 -1.623
H -0.976 2.182 -0.028
H 0.895 2.126 -0.059
```

- E_LUMO (alpha / beta): -0.27 / -0.27 eV
- M: 180.07 g/mol
- E_HOMO (alpha / beta): -7.71 / -7.71 eV
- Frontier orbital gap (alpha / beta): 7.442 / 7.441 eV